1.
Below is a single C4H8N2 molecule in a non-equilibrium geometry, with properties calculated with the ωB97M-V functional and the def2-TZVPD basis.

Geometry as XYZ:
```
14
Properties=species:S:1:pos:R:3:nbo_charge:R:1
C -0.723 1.604 0.982 -0.405
N -0.463 0.475 0.123 -0.277
C -1.005 -0.781 0.638 -0.434
C 1.827 -1.080 -1.903 -0.606
C 1.372 -0.288 -0.967 0.376
N 0.901 0.488 -0.134 -0.310
H -1.801 1.753 1.064 0.198
H -0.267 2.469 0.497 0.215
H -0.265 1.470 1.972 0.172
H -0.544 -1.098 1.587 0.177
H -0.933 -1.593 -0.094 0.212
H -2.071 -0.612 0.821 0.209
H 1.641 -0.804 -2.938 0.237
H 2.331 -2.001 -1.651 0.235
```

Output
* HOMO level: -8.5 eV
* E_LUMO: 1.065 eV
* relative energy (zero: lowest compared OMol25 entry of this formula, charge and spin): 62.7 kcal per mole
* SMILES string: C=C=NN(C)C
* gap between HOMO and LUMO: 9.59 eV

2.
Below is a 2-piece molecular cluster, C16H21Br2F3N4O6S2 overall, with properties calculated with the ωB97M-V functional and the def2-TZVPD basis.

Geometry as XYZ:
```
54
Properties=species:S:1:pos:R:3:nbo_charge:R:1
C -2.064 -2.007 0.117 -0.635
C -0.561 -2.097 0.319 0.061
C 0.169 -1.579 -0.935 -0.079
O 1.433 -2.222 -1.204 -0.521
C 2.485 -1.682 -0.561 0.809
O 2.475 -1.475 0.626 -0.584
C 3.652 -1.405 -1.481 -0.636
S 4.489 0.202 -1.219 0.276
C 3.424 0.965 -0.021 0.168
N 2.281 1.494 -0.460 -0.191
N 1.470 1.997 0.439 -0.172
C 1.856 1.937 1.716 0.309
C 0.885 2.450 2.758 -0.300
Br 0.649 4.356 2.359 0.043
C 1.377 2.196 4.174 -0.230
C 1.424 0.684 4.485 -0.637
Br 0.113 3.032 5.446 -0.016
N 3.026 1.455 2.141 -0.190
N 3.841 0.956 1.245 -0.147
O -0.157 -3.429 0.621 -0.527
C 0.406 -3.604 1.845 0.808
O -0.052 -3.115 2.840 -0.566
C 1.608 -4.516 1.824 -0.639
S 2.792 -4.055 3.117 0.008
H -2.430 -2.858 -0.463 0.218
H -2.339 -1.087 -0.401 0.222
H -2.573 -2.012 1.082 0.228
H -0.310 -1.433 1.151 0.201
H 0.343 -0.509 -0.801 0.199
H -0.432 -1.735 -1.831 0.202
H 3.327 -1.486 -2.517 0.249
H 4.408 -2.176 -1.308 0.258
H -0.097 2.003 2.600 0.255
H 2.319 2.695 4.372 0.239
H 2.434 0.421 4.803 0.237
H 1.235 0.091 3.588 0.219
H 0.727 0.416 5.273 0.238
H 1.288 -5.551 1.944 0.249
H 2.093 -4.425 0.854 0.244
H 3.829 -3.824 2.308 0.123
C -3.917 2.492 -5.685 -0.638
C -4.779 2.308 -4.456 -0.078
O -4.038 1.673 -3.391 -0.478
C -3.280 2.472 -2.656 0.693
O -3.138 3.651 -2.772 -0.534
C -2.598 1.651 -1.542 0.898
F -2.114 0.490 -2.017 -0.321
F -3.485 1.363 -0.580 -0.311
F -1.595 2.327 -1.002 -0.290
H -3.498 1.537 -6.003 0.216
H -4.515 2.901 -6.499 0.224
H -3.093 3.175 -5.485 0.225
H -5.611 1.636 -4.656 0.197
H -5.183 3.254 -4.101 0.202
```

Output
* HOMO level: -9.2 eV
* E_LUMO: -1.087 eV
* relative energy (zero: lowest compared OMol25 entry of this formula, charge and spin): 0.0 kcal per mole
* SMILES string: C[C@H](COC(=O)CSc1nnc([C@H](Br)[C@H](C)Br)nn1)OC(=O)CS.CCOC(=O)C(F)(F)F
* gap between HOMO and LUMO: 8.13 eV

3.
Below is a 3-piece molecular cluster, C3H13NO3 overall, with properties calculated with the ωB97M-V functional and the def2-TZVPD basis.

Geometry as XYZ:
```
20
Properties=species:S:1:pos:R:3:nbo_charge:R:1
C 0.870 0.785 0.896 -0.241
C -0.376 0.770 0.008 0.081
C -1.295 1.940 0.274 -0.634
O -1.075 -0.465 0.196 -0.729
N 2.051 0.393 0.111 -0.843
H 1.010 1.779 1.361 0.165
H 0.710 0.080 1.708 0.203
H -0.133 0.741 -1.058 0.181
H -2.067 2.010 -0.496 0.223
H -1.802 1.826 1.234 0.202
H -0.744 2.878 0.223 0.215
H -1.846 -0.328 0.753 0.469
H 2.896 0.457 0.665 0.357
H 2.219 1.048 -0.652 0.353
H -1.413 -2.082 -1.977 0.479
H -2.363 -2.220 -3.174 0.463
O -2.248 -1.766 -2.333 -0.941
H 2.587 -2.839 0.514 0.467
H 1.305 -2.070 0.828 0.480
O 1.714 -2.937 0.919 -0.948
```

Output
* HOMO level: -9.7 eV
* E_LUMO: 0.871 eV
* relative energy (zero: lowest compared OMol25 entry of this formula, charge and spin): 15.5 kcal per mole
* SMILES string: C[C@H](O)CN.O.O
* gap between HOMO and LUMO: 10.53 eV

4.
Below is C32H33GeN2OReSi as an isolated structure, with properties calculated with the ωB97M-V functional and the def2-TZVPD basis.

Geometry as XYZ:
```
71
Properties=species:S:1:pos:R:3:lowdin_charge:R:1
Re 0.932 0.467 0.268 1.406
O 0.541 2.136 0.896 -0.223
C 0.646 2.644 2.176 -0.257
C 0.887 3.999 2.305 0.019
C 0.946 4.557 3.569 -0.022
C 0.766 3.756 4.693 -0.034
C 0.525 2.405 4.548 -0.004
C 0.449 1.812 3.284 -0.078
C 0.179 0.377 3.156 -0.231
N 0.316 -0.403 2.072 -0.076
C 0.000 -1.699 2.434 -0.104
C -0.341 -1.703 3.742 -0.013
N -0.225 -0.403 4.172 0.156
H 1.017 4.598 1.414 0.134
H 1.136 5.615 3.679 0.127
H 0.822 4.187 5.682 0.125
H 0.413 1.804 5.442 0.118
H 0.021 -2.511 1.728 0.112
H -0.652 -2.502 4.392 0.140
H -0.429 -0.079 5.104 0.170
C 2.453 -0.310 -2.346 -0.186
Si 3.762 -0.831 -0.940 0.549
C 4.900 0.588 -0.589 -0.154
C 4.621 -2.398 -1.406 -0.154
C 2.433 -0.957 0.397 -0.308
H 2.840 0.203 -3.223 0.109
H 1.645 1.573 -1.466 0.110
H 2.009 -1.275 -2.599 0.084
H 5.532 0.794 -1.456 0.053
H 5.565 0.334 0.240 0.051
H 4.373 1.507 -0.327 0.036
H 5.247 -2.249 -2.288 0.052
H 3.917 -3.204 -1.619 0.042
H 5.273 -2.725 -0.593 0.051
H 2.700 -1.267 1.406 0.046
H 1.632 -1.677 0.041 0.050
C 1.665 0.451 -1.447 -0.367
Ge -1.284 -0.341 -0.979 1.041
C -2.485 0.669 0.159 -0.313
C -3.047 1.827 -0.382 -0.095
C -3.915 2.606 0.370 -0.051
C -4.229 2.235 1.669 -0.051
C -3.676 1.084 2.218 -0.063
C -2.802 0.309 1.472 -0.127
C -1.286 0.260 -2.817 -0.327
C -1.879 -0.568 -3.770 -0.095
C -1.982 -0.157 -5.092 -0.052
C -1.493 1.084 -5.474 -0.051
C -0.911 1.923 -4.532 -0.061
C -0.812 1.513 -3.211 -0.141
C -1.239 -2.269 -0.854 -0.334
C -2.025 -2.980 0.054 -0.117
C -1.970 -4.366 0.098 -0.058
C -1.126 -5.055 -0.763 -0.049
C -0.352 -4.360 -1.684 -0.056
C -0.413 -2.976 -1.733 -0.130
H -2.827 2.112 -1.404 0.097
H -4.356 3.494 -0.062 0.117
H -4.914 2.835 2.253 0.117
H -3.940 0.785 3.225 0.112
H -2.383 -0.585 1.918 0.075
H -2.263 -1.542 -3.489 0.105
H -2.447 -0.805 -5.823 0.117
H -1.572 1.403 -6.505 0.117
H -0.545 2.898 -4.826 0.114
H -0.394 2.201 -2.482 0.092
H -2.707 -2.457 0.715 0.097
H -2.596 -4.910 0.793 0.117
H -1.086 -6.135 -0.732 0.118
H 0.280 -4.899 -2.377 0.115
H 0.156 -2.445 -2.489 0.089
```

Output
* HOMO level: -14.2 eV
* E_LUMO: -7.178 eV
* relative energy (zero: lowest compared OMol25 entry of this formula, charge and spin): 1.4 kcal per mole
* gap between HOMO and LUMO: 7.01 eV
* charge: +2

5.
Below is a 2-piece molecular cluster, C4H9NO overall, with properties calculated with the ωB97M-V functional and the def2-TZVPD basis.

Geometry as XYZ:
```
15
Properties=species:S:1:pos:R:3:nbo_charge:R:1
C 0.325 -0.617 -1.588 -0.598
C 0.771 0.626 -0.825 -0.480
C 0.831 0.468 0.659 0.024
N -0.699 -0.942 1.370 -0.780
C -1.525 0.052 1.401 0.455
O -1.108 1.189 1.054 -0.635
H 0.401 -0.453 -2.668 0.210
H 0.946 -1.482 -1.328 0.203
H -0.711 -0.864 -1.341 0.221
H 0.157 1.490 -1.086 0.229
H 1.810 0.867 -1.110 0.226
H 1.014 1.368 1.234 0.210
H 1.416 -0.376 1.002 0.197
H -1.050 -1.860 1.633 0.367
H -2.573 -0.058 1.716 0.151
```

Output
* HOMO level: -9.3 eV
* E_LUMO: 0.453 eV
* relative energy (zero: lowest compared OMol25 entry of this formula, charge and spin): 81.6 kcal per mole
* gap between HOMO and LUMO: 9.74 eV

6.
Below is an isolated ion of composition C27H56N3O4 and charge +1 in a non-equilibrium geometry, with properties calculated with the ωB97M-V functional and the def2-TZVPD basis.

Geometry as XYZ:
```
90
Properties=species:S:1:pos:R:3:lowdin_charge:R:1
C 2.918 0.226 3.568 -0.123
C 4.397 -0.095 3.330 -0.273
C 4.987 0.788 2.227 -0.217
C 6.343 0.263 1.698 -0.193
C 6.357 0.241 0.154 -0.211
C 5.859 -1.117 -0.352 -0.216
C 5.646 -1.131 -1.873 -0.206
C 4.312 -0.472 -2.243 -0.208
C 3.122 -1.407 -1.974 -0.196
C 1.865 -0.648 -1.525 -0.200
C 0.567 -1.254 -2.063 -0.184
C -0.633 -0.319 -1.810 -0.110
C -1.216 -0.479 -0.419 -0.103
N -2.114 -1.684 -0.162 0.051
O -2.204 -2.396 -1.341 -0.052
C -3.024 -3.583 -1.261 -0.148
C -2.752 -4.445 -0.046 -0.209
C -1.275 -4.860 0.096 -0.073
C -3.413 -1.107 0.494 -0.279
N -4.469 -1.029 -0.402 0.170
C -5.654 -1.346 -0.028 -0.334
C -6.203 -0.882 1.294 -0.003
C -6.562 -2.186 -0.870 -0.003
O -2.997 0.158 0.935 0.014
C -1.805 0.733 0.329 -0.406
C -0.953 1.145 1.535 -0.143
N -1.563 2.153 2.373 -0.066
C -2.201 1.642 3.586 -0.106
O -2.349 1.748 -0.447 -0.015
C -1.455 2.762 -0.930 -0.145
C -1.949 4.154 -0.551 -0.191
O -0.922 5.084 -0.771 -0.132
C -1.206 6.091 -1.732 -0.263
C -0.817 5.653 -3.137 -0.072
H 2.545 -0.237 4.480 0.067
H 2.791 1.308 3.642 0.074
H 2.313 -0.095 2.715 0.050
H 4.510 -1.149 3.063 0.102
H 4.918 0.062 4.276 0.110
H 4.273 0.806 1.399 0.097
H 5.112 1.786 2.650 0.115
H 7.153 0.903 2.044 0.107
H 6.475 -0.763 2.045 0.100
H 5.637 0.985 -0.195 0.095
H 7.343 0.463 -0.254 0.112
H 4.877 -1.273 0.111 0.101
H 6.545 -1.909 -0.048 0.116
H 5.587 -2.173 -2.202 0.109
H 6.488 -0.666 -2.387 0.112
H 4.341 -0.235 -3.309 0.113
H 4.194 0.481 -1.722 0.099
H 3.387 -2.132 -1.203 0.107
H 2.887 -1.932 -2.901 0.112
H 1.800 -0.662 -0.430 0.107
H 1.897 0.397 -1.842 0.114
H 0.354 -2.221 -1.600 0.105
H 0.636 -1.409 -3.141 0.122
H -1.375 -0.374 -2.604 0.133
H -0.242 0.699 -1.837 0.106
H -0.331 -0.709 0.185 0.142
H -1.617 -2.164 0.592 0.183
H -2.752 -4.136 -2.159 0.145
H -4.067 -3.310 -1.374 0.085
H -3.049 -3.900 0.858 0.095
H -3.432 -5.294 -0.091 0.124
H -1.198 -5.940 0.196 0.081
H -0.836 -4.455 1.009 0.074
H -0.678 -4.550 -0.761 0.074
H -3.570 -1.675 1.416 0.165
H -5.827 -1.555 2.077 0.101
H -5.872 0.129 1.511 0.093
H -7.286 -0.972 1.329 0.089
H -6.020 -2.943 -1.427 0.067
H -7.188 -1.576 -1.524 0.106
H -7.250 -2.695 -0.193 0.092
H -0.804 0.230 2.113 0.125
H 0.047 1.440 1.189 0.127
H -2.256 2.653 1.830 0.086
H -1.604 0.846 4.028 0.079
H -3.188 1.211 3.379 0.069
H -2.345 2.438 4.313 0.080
H -1.463 2.705 -2.022 0.128
H -0.416 2.628 -0.623 0.130
H -2.821 4.375 -1.176 0.132
H -2.316 4.181 0.479 0.119
H -0.598 6.954 -1.460 0.120
H -2.248 6.417 -1.686 0.118
H -1.542 4.944 -3.542 0.070
H -0.709 6.506 -3.804 0.078
H 0.151 5.152 -3.094 0.079
```

Output
* HOMO level: -11.3 eV
* E_LUMO: -2.613 eV
* SMILES string: CCCCCCCCCCCC[C@@H]1[N@H+](OCCC)[C@H](N=C(C)C)O[C@]1(CNC)OCCOCC
* gap between HOMO and LUMO: 8.73 eV
* charge: +1